A structure of composition C22H19O4PV in a non-equilibrium geometry, computed with ωB97M-V/def2-TZVPD.

Structure (ORCA input):
```
! RIJCOSX wB97M-V def2-TZVPD def2/J DEFGRID3
* xyz 2 2
V 0.683 0.839 1.241
C 4.604 -0.323 1.733
C 3.434 0.218 1.005
O 2.286 -0.028 1.541
C 3.536 0.965 -0.209
C 4.807 1.210 -0.771
C 4.923 1.916 -1.946
C 3.777 2.388 -2.584
C 2.505 2.166 -2.067
C 2.408 1.466 -0.893
O 1.154 1.236 -0.349
H 4.282 -0.839 2.632
H 5.282 0.491 1.999
H 5.156 -1.013 1.090
H 5.696 0.845 -0.275
H 5.899 2.106 -2.370
H 3.876 2.948 -3.505
H 1.614 2.530 -2.559
O -1.976 2.917 3.096
C -1.658 1.877 2.678
O -0.251 1.533 2.491
C -2.436 0.659 2.251
P -1.538 -0.206 0.897
C -2.073 0.487 -0.664
C -3.012 1.517 -0.739
C -3.393 2.014 -1.979
C -2.844 1.483 -3.135
C -1.906 0.456 -3.065
C -1.512 -0.035 -1.836
C -1.859 -1.947 0.992
C -2.695 -2.571 0.067
C -3.001 -3.914 0.237
C -2.478 -4.618 1.312
C -1.638 -3.995 2.229
C -1.324 -2.658 2.071
H -3.458 0.920 1.989
H -2.476 -0.030 3.099
H -3.460 1.943 0.147
H -4.124 2.809 -2.036
H -3.152 1.865 -4.100
H -1.490 0.038 -3.972
H -0.788 -0.841 -1.792
H -3.111 -2.024 -0.769
H -3.652 -4.407 -0.471
H -2.725 -5.663 1.440
H -1.228 -4.551 3.062
H -0.665 -2.178 2.787
*
```

Output
HOMO (spin up / spin down) ... -15.28 / -15.21 eV
⟨S²⟩ ... 0.773
ΔE to the lowest compared entry with this formula, charge and spin ... 0.265 eV
Lowest unoccupied orbital energy (spin up / spin down) ... -8.180 / -8.134 eV
Kohn-Sham gap (spin up / spin down) ... 7.10 / 7.07 eV

Here are the Löwdin charges for atoms 1 to 5, given in e: 1.120 0.041 -0.242 -0.070 -0.088



A cluster of 3 separate species, C12H26N4O5 in total in a non-equilibrium geometry, computed with ωB97M-V/def2-TZVPD.

Structure (ORCA input):
```
! RIJCOSX wB97M-V def2-TZVPD def2/J DEFGRID3
* xyz 0 1
C 4.493 1.740 -0.255
C 3.250 2.452 -0.818
C 1.973 1.684 -0.469
C 0.902 1.704 -1.550
C -0.476 1.467 -0.930
C -1.473 0.822 -1.873
C -2.747 0.340 -1.185
O -2.444 -0.883 -0.490
C -2.905 -0.748 0.781
O -2.445 -1.314 1.766
O -3.919 0.158 0.758
C -3.324 1.197 -0.076
C -4.286 2.282 -0.426
H 4.190 1.219 0.642
H 5.254 2.444 0.050
H 4.878 1.019 -0.960
H 3.206 3.405 -0.307
H 3.342 2.623 -1.882
H 1.537 2.158 0.403
H 2.164 0.645 -0.243
H 1.090 0.941 -2.295
H 0.875 2.667 -2.050
H -0.335 0.779 -0.100
H -0.846 2.394 -0.505
H -1.718 1.455 -2.719
H -1.013 -0.075 -2.270
H -3.512 0.193 -1.940
H -2.582 1.650 0.575
H -5.010 1.990 -1.173
H -3.725 3.132 -0.789
H -4.778 2.607 0.478
N -0.811 -1.631 5.113
C 0.190 -2.558 5.005
N 0.181 -3.273 3.837
O 1.022 -2.735 5.876
H -1.500 -1.478 4.400
H -0.841 -1.086 5.952
H 0.897 -3.962 3.714
H -0.499 -3.134 3.113
N 1.872 -2.761 -3.250
C 1.719 -2.379 -1.944
N 0.862 -3.147 -1.204
O 2.301 -1.417 -1.474
H 1.403 -3.547 -3.657
H 2.494 -2.217 -3.815
H 0.722 -2.884 -0.248
H 0.370 -3.939 -1.570
*
```

Output
HOMO ... -9.60 eV
Lowest unoccupied orbital energy ... 0.450 eV
Kohn-Sham gap ... 10.05 eV

Here are the Löwdin charges for atoms 1 to 5, given in e: -0.104 -0.245 -0.227 -0.208 -0.205



A cluster of 2 separate species, C10H16O in total in a non-equilibrium geometry, computed with ωB97M-V/def2-TZVPD.

Structure (ORCA input):
```
! RIJCOSX wB97M-V def2-TZVPD def2/J DEFGRID3
* xyz 1 2
C 1.292 2.925 -2.390
C 1.693 1.433 -2.394
H 0.879 3.245 -3.345
H 2.139 3.526 -2.083
H 0.527 3.161 -1.665
H 2.541 1.336 -1.710
H 2.095 1.188 -3.370
H 0.879 0.827 -2.025
C -1.763 0.251 -0.085
C -2.403 1.272 0.873
C -0.818 -0.713 0.521
C 0.358 -1.149 -0.133
C -1.156 -1.300 1.787
C 1.214 -2.055 0.422
C -0.302 -2.159 2.396
C 0.870 -2.586 1.695
O 1.704 -3.420 2.293
H -2.583 -0.404 -0.425
H -1.361 0.811 -0.920
H -2.099 2.291 0.621
H 0.662 -0.759 -1.087
H -2.029 -0.915 2.298
H 2.043 -2.499 -0.102
H -0.395 -2.474 3.424
H 1.400 -4.332 2.460
H -1.926 1.293 1.866
H -3.461 1.205 1.078
*
```

Output
HOMO (spin up / spin down) ... -14.10 / -14.58 eV
⟨S²⟩ ... 0.765
ΔE to the lowest compared entry with this formula, charge and spin ... 1.054 eV
Lowest unoccupied orbital energy (spin up / spin down) ... -3.922 / -7.611 eV
Kohn-Sham gap (spin up / spin down) ... 10.18 / 6.97 eV

Here are the Löwdin charges for atoms 1 to 5, given in e: -0.150 -0.149 0.068 0.064 0.046



An isolated molecule of C3H5N3O2S in a non-equilibrium geometry, computed with ωB97M-V/def2-TZVPD.

Structure (ORCA input):
```
! RIJCOSX wB97M-V def2-TZVPD def2/J DEFGRID3
* xyz 0 1
C 0.414 -1.322 0.730
C 0.064 -1.358 -0.678
C 0.369 1.088 0.944
N 0.491 -0.241 1.427
N 0.591 -2.305 -1.561
N -0.868 1.675 1.517
O -0.415 0.171 -2.800
O 0.323 1.275 -0.477
S -0.735 0.135 -1.364
H 0.742 -2.284 1.326
H 1.352 1.760 1.187
H 0.297 -2.190 -2.601
H -1.027 2.568 1.031
H -1.598 1.029 1.320
*
```

Output
HOMO ... -9.89 eV
ΔE to the lowest compared entry with this formula, charge and spin ... 2.261 eV
Lowest unoccupied orbital energy ... -1.452 eV
Kohn-Sham gap ... 8.43 eV

Here are the Löwdin charges for atoms 1 to 5, given in e: -0.148 -0.415 -0.509 0.088 0.129



A structure of composition C31H30BrInNO4S, computed with ωB97M-V/def2-TZVPD.

Structure (ORCA input):
```
! RIJCOSX wB97M-V def2-TZVPD def2/J DEFGRID3
* xyz 1 1
In 0.465 0.418 -0.042
C 0.096 -2.802 1.401
C -0.237 -1.917 2.583
O -0.886 -0.728 2.170
C -2.301 -0.836 2.130
C -2.849 0.443 1.550
O -2.462 0.650 0.197
C -3.284 0.026 -0.774
C -2.862 -1.415 -1.058
O -1.453 -1.484 -0.914
C -0.878 -2.704 -1.336
C 0.584 -2.639 -0.927
O 0.706 -2.028 0.361
H 0.793 -3.583 1.718
H -0.809 -3.282 1.024
H 0.665 -1.627 3.109
H -0.865 -2.479 3.282
H -2.692 -0.954 3.147
H -2.603 -1.709 1.545
H -2.448 1.285 2.114
H -3.939 0.448 1.637
H -3.185 0.626 -1.676
H -4.333 0.048 -0.466
H -3.158 -1.676 -2.080
H -3.334 -2.133 -0.380
H -0.949 -2.830 -2.421
H -1.406 -3.540 -0.867
H 1.144 -1.998 -1.609
H 1.029 -3.636 -0.935
Br -0.536 0.362 -3.092
C 0.961 1.370 -3.656
C 0.937 1.857 -4.927
C 2.042 2.583 -5.412
C 3.120 2.776 -4.604
C 3.150 2.267 -3.282
C 4.298 2.478 -2.484
C 4.355 1.991 -1.219
C 3.252 1.287 -0.687
C 2.103 1.053 -1.406
C 2.042 1.540 -2.751
H 0.078 1.684 -5.560
H 2.025 2.970 -6.421
H 3.983 3.323 -4.963
H 5.127 3.032 -2.907
H 5.235 2.146 -0.607
H 3.333 0.935 0.329
S 2.185 0.614 4.386
C 3.123 -0.705 3.759
C 3.965 -1.584 4.436
C 4.621 -2.547 3.696
C 4.455 -2.628 2.307
C 3.617 -1.759 1.639
C 2.928 -0.798 2.378
N 2.060 0.159 1.861
C 1.629 0.970 2.783
C 0.740 2.101 2.480
C 0.657 3.194 3.343
C -0.137 4.277 3.005
C -0.838 4.273 1.807
C -0.754 3.182 0.948
C 0.027 2.080 1.278
H 4.106 -1.509 5.506
H 5.284 -3.241 4.196
H 5.005 -3.376 1.751
H 3.494 -1.801 0.565
H 1.229 3.210 4.264
H -0.197 5.129 3.669
H -1.452 5.124 1.540
H -1.319 3.190 0.024
*
```

Output
HOMO ... -10.52 eV
ΔE to the lowest compared entry with this formula, charge and spin ... 0.000 eV
Lowest unoccupied orbital energy ... -2.535 eV
Kohn-Sham gap ... 7.98 eV

Here are the Löwdin charges for atoms 1 to 5, given in e: 1.044 -0.125 -0.144 -0.165 -0.153